Formula: C46H115N9O9
Source: the OMol25 dataset
Level of theory: wB97M-V/def2-TZVPD

Calculated values
- net charge = 0
- gap between HOMO and LUMO (eV) = 8.83
- DFT total energy (hartree) = -2991.40281
- lowest unoccupied orbital energy (eV) = 0.60
- energy relative to the best compared isomer or geometry (same formula, charge and spin) (eV) = 0.0000
- SMILES = CC1(C)CCCC(C)(C)N1O.CC1(C)CCCC(C)(C)N1O.COC[C@H](C)N.COC[C@H](C)N.COC[C@H](C)N.COC[C@H](C)N.COC[C@H](C)N.COC[C@H](C)N.COC[C@H](C)N

```
179
C46H115N9O9, DFT wB97M-V/def2-TZVPD
C -23.505 14.836 16.300
C -22.116 15.157 16.841
C -21.852 14.444 18.131
O -20.536 14.765 18.553
C -20.273 14.335 19.866
N -21.093 14.843 15.829
H -24.278 15.165 17.005
H -23.712 13.775 16.123
H -23.740 15.363 15.373
H -22.155 16.253 16.911
H -21.952 13.368 17.935
H -22.567 14.764 18.895
H -21.054 14.675 20.561
H -19.340 14.792 20.188
H -20.222 13.243 19.940
H -20.974 15.593 15.150
H -20.184 14.894 16.292
C -23.485 5.866 12.617
C -22.013 5.791 12.247
C -21.491 7.145 11.713
O -22.025 7.281 10.422
C -21.400 8.288 9.649
N -21.181 5.194 13.310
H -23.929 4.920 12.918
H -24.011 6.226 11.728
H -23.629 6.647 13.371
H -21.931 5.171 11.341
H -20.396 7.073 11.709
H -21.852 7.912 12.415
H -21.728 9.276 9.978
H -21.647 8.046 8.619
H -20.308 8.246 9.761
H -21.739 4.617 13.934
H -20.610 4.488 12.855
C -16.271 12.973 5.969
C -16.276 12.170 7.256
C -16.473 13.013 8.495
O -15.492 14.031 8.523
C -15.255 14.528 9.824
N -17.241 11.051 7.270
H -15.968 12.415 5.083
H -15.557 13.793 6.111
H -17.211 13.487 5.746
H -15.289 11.720 7.404
H -16.372 12.330 9.349
H -17.464 13.489 8.578
H -16.154 14.573 10.444
H -14.900 15.557 9.726
H -14.441 13.963 10.291
H -17.122 10.563 6.385
H -18.192 11.407 7.183
C -22.819 17.464 12.286
C -22.748 17.579 10.773
C -23.957 18.180 10.105
O -24.004 17.720 8.779
C -24.993 18.395 8.018
N -21.478 18.196 10.415
H -23.799 17.263 12.722
H -22.420 18.369 12.754
H -22.180 16.643 12.628
H -22.755 16.542 10.392
H -23.952 19.282 10.127
H -24.836 17.884 10.698
H -24.997 17.951 7.028
H -24.756 19.463 7.949
H -25.964 18.287 8.513
H -21.307 18.144 9.416
H -20.716 17.680 10.841
C -16.670 16.151 12.818
C -18.146 16.436 12.620
C -18.678 15.872 11.336
O -18.167 16.580 10.249
C -18.792 16.270 9.023
N -19.008 15.948 13.715
H -16.101 16.515 11.959
H -16.481 15.091 13.005
H -16.263 16.699 13.674
H -18.335 17.514 12.621
H -19.777 15.863 11.392
H -18.404 14.799 11.299
H -19.812 15.884 9.157
H -18.263 15.548 8.394
H -18.902 17.215 8.489
H -19.060 14.927 13.726
H -18.572 16.177 14.604
C -22.513 6.984 16.755
C -21.777 8.057 15.986
C -21.321 9.227 16.803
O -22.423 9.788 17.486
C -22.089 10.468 18.666
N -20.635 7.492 15.280
H -23.475 7.279 17.160
H -21.857 6.658 17.577
H -22.606 6.078 16.151
H -22.497 8.426 15.223
H -20.792 9.993 16.222
H -20.594 8.817 17.527
H -21.610 11.436 18.473
H -21.487 9.835 19.327
H -23.028 10.677 19.184
H -20.101 8.154 14.742
H -20.901 6.689 14.722
C -17.573 6.466 13.513
C -16.751 6.730 12.272
C -15.767 7.844 12.449
O -15.111 8.030 11.198
C -14.424 9.257 11.100
N -15.988 5.500 11.951
H -18.390 5.789 13.248
H -18.168 7.349 13.776
H -17.008 6.161 14.387
H -17.404 6.954 11.419
H -15.040 7.602 13.237
H -16.231 8.797 12.741
H -13.578 9.248 11.803
H -15.073 10.121 11.258
H -13.963 9.285 10.114
H -16.641 4.787 11.645
H -15.389 5.693 11.155
C -29.196 11.305 15.322
C -27.760 11.067 14.793
C -26.910 10.856 16.039
C -25.516 10.377 15.701
C -25.618 9.072 14.891
C -26.567 9.112 13.675
N -27.806 9.832 14.023
O -28.554 10.019 12.823
C -25.814 9.696 12.475
C -26.992 7.687 13.348
C -27.325 12.330 14.025
H -29.805 11.781 14.546
H -29.217 11.944 16.204
H -29.672 10.354 15.567
H -26.929 11.756 16.660
H -27.385 10.098 16.674
H -24.946 10.152 16.606
H -24.910 11.083 15.128
H -25.906 8.200 15.482
H -24.593 8.921 14.538
H -25.255 10.613 12.678
H -25.112 8.925 12.150
H -26.472 9.964 11.647
H -27.481 7.245 14.220
H -27.697 7.663 12.518
H -26.152 7.029 13.114
H -27.693 12.304 13.001
H -26.238 12.395 14.003
H -27.794 13.175 14.528
H -29.453 9.823 13.104
C -22.186 13.673 12.922
C -21.435 12.500 12.347
C -21.003 12.832 10.936
C -19.970 11.905 10.290
C -18.839 11.629 11.274
C -19.183 11.416 12.776
N -20.246 12.328 13.156
O -20.598 12.116 14.518
C -19.524 9.927 13.006
C -17.945 11.797 13.586
C -22.403 11.292 12.371
H -21.461 14.458 13.161
H -22.608 13.455 13.904
H -22.974 14.052 12.271
H -21.885 12.959 10.300
H -20.606 13.857 10.971
H -19.633 12.425 9.395
H -20.562 11.023 10.031
H -18.302 12.587 11.295
H -18.217 10.776 11.003
H -20.054 9.537 12.142
H -18.573 9.407 13.142
H -20.102 9.806 13.919
H -17.854 12.879 13.681
H -18.088 11.448 14.614
H -17.067 11.293 13.183
H -22.724 11.191 13.414
H -21.923 10.329 12.192
H -23.257 11.383 11.703
H -20.663 13.004 14.913
```

Atom charges from the Mulliken analysis, given in e for atoms 1 to 4:
1. C -1.232
2. C 0.337
3. C -0.239
4. O -0.331

=====

Formula: C46H124N6O17
Source: the OMol25 dataset
Level of theory: wB97M-V/def2-TZVPD

Calculated values
- net charge = +1
- gap between HOMO and LUMO (alpha / beta) (eV) = 7.28 / 2.00
- DFT total energy (hartree) = -3433.94638
- lowest unoccupied orbital energy (alpha / beta) (eV) = -2.45 / -7.73
- energy relative to the best compared isomer or geometry (same formula, charge and spin) (eV) = 0.4388
- <S²> = 0.754
- 2S+1 = 2

```
193
C46H124N6O17, DFT wB97M-V/def2-TZVPD
C -0.758 -0.387 -0.970
C -0.260 0.915 -0.349
C 1.177 0.853 0.188
O 1.732 2.074 0.643
C 1.269 2.536 1.934
N -0.453 2.030 -1.223
H -0.181 -0.617 -1.866
H -1.756 -0.211 -1.372
H -0.699 -1.260 -0.320
H -0.853 1.055 0.555
H 1.877 0.371 -0.494
H 1.065 0.093 0.961
H 1.784 3.408 2.338
H 1.339 1.698 2.627
H 0.232 2.871 1.925
H -0.033 1.797 -2.111
H 0.257 2.669 -0.895
C -3.124 -1.680 2.348
C -4.629 -1.287 2.314
C -5.183 -1.217 0.862
O -6.486 -0.745 0.918
C -7.184 -0.752 -0.322
N -5.312 -2.380 3.041
H -2.922 -2.629 1.853
H -2.657 -1.673 3.333
H -2.481 -0.996 1.794
H -4.812 -0.366 2.869
H -5.108 -2.196 0.389
H -4.571 -0.529 0.278
H -8.222 -0.600 -0.025
H -7.080 -1.695 -0.859
H -6.837 0.135 -0.851
H -6.315 -2.298 2.963
H -5.148 -3.165 2.427
C -0.596 -4.218 -0.514
O -0.739 -5.615 -0.252
C -0.730 -5.865 1.189
C -0.615 -7.381 1.367
N -1.852 -8.109 0.880
C -1.574 -9.526 1.167
C -2.639 -10.485 0.680
O -2.179 -11.817 0.828
C -3.015 -12.747 0.205
H 0.285 -3.823 -0.008
H -1.438 -3.696 -0.059
H -0.561 -4.074 -1.594
H -1.678 -5.533 1.613
H 0.088 -5.366 1.707
H -0.356 -7.561 2.410
H 0.217 -7.760 0.775
H -2.117 -7.930 -0.078
H -1.583 -9.612 2.254
H -0.594 -9.803 0.779
H -2.857 -10.226 -0.357
H -3.634 -10.406 1.118
H -2.810 -13.718 0.656
H -2.989 -12.871 -0.877
H -4.059 -12.528 0.430
C 1.861 9.407 -0.627
O 2.095 7.998 -0.480
C 2.716 7.702 0.791
C 2.959 6.166 0.978
N 4.046 5.632 0.128
C 4.019 4.137 -0.082
C 5.088 3.707 -1.170
O 4.676 4.174 -2.453
C 5.647 4.121 -3.450
H 1.403 9.666 -1.581
H 2.727 10.024 -0.387
H 1.116 9.740 0.096
H 2.110 8.112 1.599
H 3.637 8.267 0.931
H 2.057 5.668 0.624
H 2.955 5.760 1.990
H 3.871 6.031 -0.784
H 3.037 3.764 -0.374
H 4.239 3.608 0.845
H 5.137 2.623 -1.264
H 6.031 4.179 -0.894
H 5.162 4.441 -4.372
H 6.069 3.129 -3.617
H 6.464 4.823 -3.281
C 3.304 -0.276 -6.584
O 2.807 0.055 -5.297
C 3.615 1.007 -4.584
C 2.852 1.466 -3.284
N 1.541 2.112 -3.476
C 1.779 3.485 -3.737
C 0.443 4.118 -4.137
O 0.177 3.918 -5.535
C -1.093 4.497 -5.879
H 2.974 0.442 -7.335
H 2.802 -1.138 -7.026
H 4.369 -0.508 -6.573
H 3.872 1.887 -5.173
H 4.563 0.531 -4.334
H 3.486 2.131 -2.697
H 2.687 0.619 -2.618
H 1.245 1.913 -4.421
H 2.429 3.667 -4.593
H 2.147 4.037 -2.872
H 0.613 5.184 -3.988
H -0.338 3.876 -3.417
H -1.900 3.848 -5.541
H -1.071 4.475 -6.968
H -1.098 5.553 -5.608
C 5.792 0.692 3.303
O 5.012 -0.500 3.275
C 3.937 -0.495 2.341
C 3.298 -1.887 2.037
N 2.354 -2.183 3.109
C 1.947 -3.564 3.057
C 1.063 -3.965 4.203
O 0.741 -5.346 3.993
C 0.022 -5.889 5.074
H 5.212 1.615 3.305
H 6.398 0.739 2.398
H 6.558 0.698 4.078
H 4.421 -0.092 1.451
H 3.181 0.185 2.731
H 4.163 -2.546 2.111
H 2.868 -1.956 1.038
H 2.939 -2.171 3.932
H 2.767 -4.276 2.966
H 1.355 -3.567 2.142
H 0.146 -3.375 4.213
H 1.567 -3.843 5.161
H -0.053 -6.947 4.824
H -0.958 -5.458 5.281
H 0.623 -5.799 5.978
C -1.221 1.059 4.116
C -0.059 0.152 4.251
O 0.067 -0.703 3.123
H -1.282 1.758 4.950
H -2.166 0.522 4.025
H -0.984 1.661 3.239
H -0.323 -0.391 5.159
H 0.860 0.696 4.469
H 0.955 -1.063 3.168
C -0.826 5.806 0.513
C -1.100 6.025 2.056
O -0.072 5.647 2.900
H -0.176 6.513 -0.001
H -1.742 5.787 -0.078
H -0.378 4.822 0.375
H -2.035 5.555 2.360
H -1.329 7.088 2.137
H -0.103 6.162 3.709
C 2.233 -3.547 -3.951
C 2.273 -2.167 -3.242
O 2.068 -2.259 -1.826
H 2.424 -3.464 -5.021
H 1.248 -4.012 -3.923
H 2.974 -4.269 -3.609
H 1.493 -1.538 -3.673
H 3.263 -1.749 -3.421
H 2.662 -2.899 -1.428
C -1.830 0.417 -4.798
C -2.980 -0.060 -5.707
O -4.034 0.864 -5.528
H -2.145 0.496 -3.758
H -1.377 1.369 -5.075
H -1.033 -0.326 -4.813
H -3.297 -1.064 -5.422
H -2.662 -0.151 -6.745
H -4.824 0.634 -6.022
C -3.641 -2.143 -2.453
C -4.684 -2.893 -3.275
O -4.669 -4.261 -2.937
H -3.667 -1.083 -2.705
H -2.661 -2.540 -2.719
H -3.810 -2.376 -1.402
H -4.400 -2.855 -4.326
H -5.692 -2.490 -3.178
H -5.285 -4.775 -3.465
C 1.210 3.459 5.458
C 1.718 4.242 6.568
O 1.446 3.495 7.741
H 1.332 3.905 4.471
H 0.138 3.368 5.629
H 1.649 2.462 5.495
H 1.213 5.208 6.558
H 2.798 4.384 6.550
H 1.683 4.043 8.493
C -4.893 2.385 1.361
C -3.419 2.522 0.927
O -3.222 2.826 -0.430
H -5.514 1.796 0.686
H -5.210 3.428 1.360
H -5.050 2.013 2.374
H -2.947 1.559 1.127
H -2.967 3.254 1.596
H -2.317 2.699 -0.722
```

Atom charges from the Mulliken analysis, given in e for atoms 1 to 4:
1. C -1.088
2. C 3.683
3. C -0.689
4. O 1.067